Entry 1:
Below is a molecular structure, HNO3P2 in a non-equilibrium geometry, with properties calculated with ωB97M-V with the def2-TZVPD basis set.

The geometry in XYZ format:
```
7
Properties=species:S:1:pos:R:3:lowdin_charge:R:1
N 0.06 1.20 0.25 -0.430
O -0.09 2.37 0.20 0.077
O 1.25 0.61 0.25 -0.263
O 1.48 -2.02 -0.12 -0.460
P 0.58 -1.07 0.51 0.538
P -1.03 -0.51 -0.87 0.720
H -2.26 -0.59 -0.21 -0.180
```

As for the orbital gap (spin up / spin down): 7.2 / 5.8 eV. The value obtained for the energy above the lowest of the compared OMol25 structures with the same formula, charge and spin is 177.15 kJ/mol. The LUMO energy (spin up / spin down) is -1.895 / -2.754 eV. As for the HOMO energy (spin up / spin down): -9.1 / -8.5 eV.

=====

Entry 2:
Below is a molecular structure, C3H5NO2, with properties calculated with ωB97M-V with the def2-TZVPD basis set.

The geometry in XYZ format:
```
11
Properties=species:S:1:pos:R:3:lowdin_charge:R:1
O 0.30 1.28 1.26 0.006
C 0.48 0.56 0.07 -0.289
C 0.96 -0.88 0.27 -0.070
O -0.22 -1.39 -0.42 0.018
C -0.75 -0.12 -0.51 -0.418
N -1.86 0.29 -0.91 0.173
H -0.33 1.99 1.06 0.106
H 1.04 1.12 -0.68 0.156
H 1.88 -1.18 -0.24 0.122
H 0.96 -1.20 1.32 0.130
H -2.46 -0.47 -1.21 0.066
```

As for the orbital gap: 11.2 eV. The value obtained for the energy above the lowest of the compared OMol25 structures with the same formula, charge and spin is 177.61 kJ/mol. The LUMO energy is 0.870 eV. As for the HOMO energy: -10.3 eV.